This record from the OMol25 dataset describes a 2-piece molecular cluster, C4H9Cl overall at a distorted geometry. The level of theory is ωB97M-V/def2-TZVPD.

Each line ends with the natural charge from an NBO analysis.
Element x y z (Å)
C: 0.02 -1.22 -0.64  -0.68
C: 0.35 1.24 -0.63  -0.70
C: -1.40 0.10 0.97  -0.46
C: -0.12 0.07 0.19  0.15
Cl: -2.65 0.03 -0.28  -0.07
H: -0.64 -1.25 -1.42  0.22
H: 1.07 -1.18 -0.94  0.21
H: -0.10 -2.07 -0.12  0.21
H: 1.45 1.19 -0.99  0.24
H: 0.12 2.07 0.00  0.22
H: -0.38 1.15 -1.40  0.23
H: -1.39 -0.76 1.74  0.24
H: -1.43 1.00 1.45  0.21
H: 0.90 -0.23 1.82  -0.03

## Properties
E_tot (eV): -16812.5288
Total charge: 0
F_max (eV/A): 4.62
ΔE to the lowest compared entry with this formula, charge and spin (kJ/mol): 407.0
E_HOMO (spin up / spin down) (eV): -9.13 / -9.13


This record from the OMol25 dataset describes one molecule with the formula C23H25NO7 at a distorted geometry. The level of theory is ωB97M-V/def2-TZVPD.

Each line ends with the natural charge from an NBO analysis.
Element x y z (Å)
C: -3.89 -4.28 -0.69  -0.63
C: -4.84 -3.21 -0.18  -0.07
O: -4.31 -1.90 -0.39  -0.52
C: -3.44 -1.44 0.54  0.80
O: -3.12 -2.10 1.51  -0.62
C: -2.97 -0.10 0.22  -0.29
C: -3.27 0.63 -0.94  0.27
C: -4.06 0.27 -2.14  -0.64
N: -2.68 1.82 -0.82  -0.46
C: -1.97 1.92 0.36  -0.06
C: -1.31 3.19 0.60  0.56
O: -1.62 4.18 -0.03  -0.57
C: -0.25 3.25 1.71  0.02
C: 0.52 4.56 1.65  -0.63
O: 0.64 2.13 1.65  -0.49
C: 1.09 1.77 0.45  0.76
O: 0.78 2.31 -0.59  -0.60
C: 2.02 0.65 0.53  0.15
O: 2.20 0.03 1.73  -0.39
C: 3.12 -0.94 1.53  0.28
C: 3.62 -1.84 2.46  -0.24
C: 4.56 -2.74 2.01  -0.20
C: 5.00 -2.76 0.68  -0.23
C: 4.50 -1.87 -0.25  -0.18
C: 3.54 -0.94 0.18  -0.06
C: 2.81 0.10 -0.45  -0.03
C: 2.86 0.52 -1.88  -0.09
O: 4.13 0.27 -2.42  -0.54
C: 4.25 0.69 -3.75  -0.24
C: -2.14 0.72 1.04  0.06
C: -1.65 0.35 2.40  -0.67
H: -4.35 -5.26 -0.57  0.21
H: -2.96 -4.25 -0.14  0.22
H: -3.68 -4.12 -1.75  0.21
H: -5.02 -3.35 0.89  0.20
H: -5.78 -3.22 -0.72  0.19
H: -4.01 1.06 -2.88  0.21
H: -5.10 0.11 -1.86  0.24
H: -3.70 -0.66 -2.57  0.24
H: -2.68 2.58 -1.49  0.43
H: -0.75 3.14 2.68  0.22
H: 1.27 4.59 2.43  0.22
H: 1.00 4.65 0.68  0.23
H: -0.18 5.39 1.77  0.23
H: 3.28 -1.82 3.48  0.23
H: 4.98 -3.46 2.70  0.22
H: 5.74 -3.48 0.38  0.21
H: 4.83 -1.86 -1.27  0.23
H: 2.09 -0.04 -2.45  0.18
H: 2.60 1.59 -1.96  0.21
H: 3.55 0.16 -4.40  0.16
H: 5.27 0.47 -4.06  0.20
H: 4.07 1.77 -3.84  0.17
H: -1.93 1.12 3.12  0.21
H: -0.57 0.26 2.41  0.24
H: -2.08 -0.60 2.70  0.26

## Properties
SMILES string: CCOC(=O)c1c(C)[nH]c(C(=O)[C@H](C)OC(=O)c2oc3ccccc3c2COC)c1C
E_tot (eV): -40079.8862
Total charge: 0
F_max (eV/A): 1.16
ΔE to the lowest compared entry with this formula, charge and spin (kJ/mol): 10.9
E_HOMO (eV): -8.40


This record from the OMol25 dataset describes one molecule with the formula C7H7F2N at a distorted geometry. The level of theory is ωB97M-V/def2-TZVPD.

Each line ends with the natural charge from an NBO analysis.
Element x y z (Å)
N: -2.26 -0.14 1.16  -0.84
C: -1.53 0.00 0.00  0.06
C: -0.49 -0.95 -0.39  -0.22
C: 0.86 -0.75 -0.18  -0.19
C: 1.41 0.50 0.29  0.24
F: 0.65 1.24 1.26  -0.37
C: 2.94 0.86 0.35  -0.15
C: 2.22 1.34 -0.59  -0.17
C: -1.69 1.11 -0.71  0.12
F: -2.52 2.15 -0.32  -0.37
H: -2.30 -0.90 1.88  0.42
H: -2.93 0.70 1.23  0.41
H: -0.78 -1.87 -0.80  0.21
H: 1.57 -1.44 -0.71  0.23
H: 3.64 0.96 1.13  0.24
H: 2.07 1.80 -1.55  0.23
H: -1.26 1.44 -1.65  0.17

## Properties
SMILES string: NC(/C=C\C1(F)C=C1)=C\F
E_tot (eV): -14292.7075
Total charge: 0
F_max (eV/A): 3.43
ΔE to the lowest compared entry with this formula, charge and spin (kJ/mol): 302.3
E_HOMO (eV): -7.77


This record from the OMol25 dataset describes a 4-piece molecular cluster, C36H81Cl2N9O4P3S overall at a distorted geometry. The level of theory is ωB97M-V/def2-TZVPD.

Each line ends with the Löwdin charge.
Element x y z (Å)
C: -3.10 -2.30 9.09  -0.09
C: -3.44 -1.82 7.72  -0.75
Cl: -3.71 -0.12 7.58  0.79
C: -3.53 -2.64 6.67  -0.88
Cl: -3.31 -4.34 6.76  0.77
S: -3.90 -1.95 5.08  1.11
C: -5.65 -2.26 4.75  -0.21
C: -6.36 -0.95 5.08  -0.30
C: -7.57 -0.97 5.77  -0.04
C: -8.19 0.24 6.05  -0.06
C: -7.62 1.43 5.66  -0.03
C: -6.41 1.48 4.96  -0.25
C: -5.75 2.76 4.53  -0.03
C: -5.81 0.26 4.67  -0.06
O: -3.07 -2.77 3.99  -0.35
C: -1.62 -2.66 4.15  -0.19
C: -1.05 -1.30 3.71  -0.34
C: 0.38 -1.61 3.16  -0.01
C: -0.89 -0.36 4.90  -0.16
C: -0.61 1.13 4.55  -0.40
C: 0.87 1.54 4.73  -0.07
C: -1.14 1.57 3.19  -0.07
H: -2.01 -2.25 9.16  0.11
H: -3.41 -3.33 9.24  0.07
H: -3.48 -1.62 9.85  0.08
H: -6.02 -3.10 5.34  0.11
H: -5.77 -2.43 3.68  0.12
H: -7.97 -1.93 6.07  0.12
H: -9.14 0.22 6.57  0.11
H: -8.10 2.37 5.90  0.12
H: -5.37 3.26 5.42  0.09
H: -6.42 3.44 4.01  0.07
H: -4.89 2.50 3.91  0.07
H: -4.89 0.31 4.10  0.10
H: -1.21 -3.43 3.50  0.13
H: -1.28 -2.90 5.16  0.12
H: -1.72 -0.94 2.93  0.13
H: 1.07 -0.89 3.58  0.07
H: 0.43 -1.62 2.08  0.08
H: 0.69 -2.58 3.56  0.09
H: -0.02 -0.72 5.46  0.12
H: -1.73 -0.38 5.61  0.06
H: -1.15 1.73 5.29  0.12
H: 1.43 1.44 3.80  0.08
H: 1.31 0.94 5.53  0.07
H: 0.88 2.56 5.11  0.08
H: -0.62 1.11 2.35  0.08
H: -2.22 1.39 3.13  0.07
H: -1.03 2.66 3.12  0.09
O: 3.22 -2.81 0.17  -0.31
P: 3.25 -3.18 -1.30  0.69
N: 1.57 -3.47 -1.43  -0.31
C: 0.88 -4.45 -2.24  -0.13
C: 0.73 -2.28 -1.30  -0.15
N: 4.18 -4.64 -1.10  -0.35
C: 3.51 -5.85 -0.64  -0.13
C: 5.41 -4.42 -0.35  -0.15
N: 3.59 -3.18 -2.97  -0.31
C: 3.28 -1.96 -3.71  -0.12
C: 4.12 -4.26 -3.79  -0.10
H: 0.78 -4.15 -3.29  0.08
H: -0.13 -4.61 -1.84  0.08
H: 1.36 -5.42 -2.21  0.05
H: 0.61 -1.78 -2.28  0.07
H: 1.14 -1.55 -0.60  0.06
H: -0.27 -2.53 -0.94  0.07
H: 2.83 -5.66 0.20  0.08
H: 4.25 -6.59 -0.32  0.08
H: 2.96 -6.33 -1.45  0.06
H: 5.23 -4.36 0.73  0.08
H: 5.89 -3.50 -0.67  0.07
H: 6.11 -5.24 -0.54  0.08
H: 2.39 -2.09 -4.34  0.08
H: 4.11 -1.66 -4.36  0.08
H: 3.09 -1.13 -3.03  0.07
H: 3.41 -5.08 -3.88  0.08
H: 5.06 -4.65 -3.40  0.07
H: 4.33 -3.90 -4.80  0.07
O: -5.95 4.97 2.09  -0.30
P: -6.25 6.29 1.42  0.69
N: -5.73 5.92 -0.17  -0.31
C: -5.19 6.85 -1.13  -0.12
C: -6.46 4.85 -0.84  -0.14
N: -5.07 7.25 2.28  -0.34
C: -3.69 7.24 1.84  -0.13
C: -5.15 7.06 3.72  -0.15
N: -7.12 7.70 1.02  -0.32
C: -8.46 7.52 0.46  -0.12
C: -6.69 9.09 1.11  -0.10
H: -5.96 7.44 -1.65  0.08
H: -4.63 6.30 -1.89  0.09
H: -4.48 7.54 -0.69  0.05
H: -7.39 5.22 -1.31  0.08
H: -6.74 4.07 -0.14  0.07
H: -5.85 4.39 -1.62  0.08
H: -3.32 6.23 1.61  0.09
H: -3.04 7.67 2.61  0.08
H: -3.55 7.88 0.97  0.06
H: -4.66 6.13 4.04  0.07
H: -6.19 7.02 4.06  0.08
H: -4.67 7.89 4.24  0.08
H: -8.47 7.72 -0.62  0.08
H: -9.19 8.16 0.94  0.08
H: -8.80 6.49 0.60  0.08
H: -5.90 9.31 0.40  0.08
H: -6.36 9.35 2.11  0.08
H: -7.53 9.75 0.88  0.08
O: 6.12 -3.13 -6.86  -0.30
P: 7.52 -3.03 -7.42  0.69
N: 8.30 -2.30 -6.08  -0.31
C: 9.44 -1.41 -6.14  -0.13
C: 8.32 -3.08 -4.85  -0.13
N: 7.18 -1.89 -8.68  -0.34
C: 7.12 -0.47 -8.36  -0.13
C: 6.03 -2.27 -9.49  -0.15
N: 8.94 -3.53 -8.23  -0.32
C: 9.59 -4.74 -7.74  -0.12
C: 9.63 -2.87 -9.32  -0.10
H: 10.40 -1.94 -6.25  0.08
H: 9.50 -0.84 -5.21  0.09
H: 9.36 -0.68 -6.94  0.05
H: 9.14 -3.81 -4.83  0.08
H: 7.38 -3.63 -4.73  0.06
H: 8.42 -2.43 -3.98  0.08
H: 6.55 -0.27 -7.44  0.09
H: 6.65 0.08 -9.18  0.08
H: 8.12 -0.04 -8.27  0.06
H: 5.08 -2.05 -9.00  0.08
H: 6.05 -3.35 -9.71  0.08
H: 6.06 -1.75 -10.45  0.08
H: 10.51 -4.51 -7.18  0.08
H: 9.85 -5.41 -8.56  0.08
H: 8.93 -5.30 -7.08  0.08
H: 10.07 -1.92 -9.01  0.08
H: 8.98 -2.68 -10.18  0.08
H: 10.45 -3.50 -9.68  0.08

## Properties
E_tot (eV): -123982.2222
Total charge: +1
F_max (eV/A): 6.38
ΔE to the lowest compared entry with this formula, charge and spin (kJ/mol): 0.0
E_HOMO (eV): -9.21


This record from the OMol25 dataset describes C19H19HgN3O7SeTe as an isolated structure. The level of theory is ωB97M-V/def2-TZVPD.

Each line ends with the natural charge from an NBO analysis.
Element x y z (Å)
Hg: 1.38 -0.09 -2.27  1.16
O: 1.63 0.47 2.71  -0.71
C: 1.81 0.07 1.40  0.69
O: 0.80 -0.16 0.71  -0.79
C: 3.16 -0.01 0.99  -0.05
C: 4.24 0.35 1.85  -0.20
C: 5.52 0.26 1.39  -0.22
C: 5.76 -0.23 0.09  -0.36
C: 4.65 -0.56 -0.68  0.08
N: 3.39 -0.45 -0.30  -0.47
C: 4.83 -1.15 -2.06  0.77
O: 5.97 -1.86 -2.23  -0.68
O: 4.05 -1.03 -2.97  -0.57
H: 0.67 0.52 2.81  0.48
H: 4.03 0.72 2.84  0.22
H: 6.35 0.56 2.02  0.20
H: 6.76 -0.25 -0.32  0.20
H: 6.41 -1.92 -1.37  0.48
N: -2.42 -2.85 -1.01  -0.85
C: -1.44 -2.32 -1.81  0.69
O: -1.73 -1.57 -2.73  -0.63
C: -0.04 -2.75 -1.45  -0.54
C: 1.05 -2.19 -2.33  -0.86
H: -3.36 -2.52 -1.14  0.39
H: -2.18 -3.32 -0.16  0.39
H: -0.06 -3.85 -1.47  0.20
H: 0.13 -2.47 -0.41  0.24
H: 0.91 -2.45 -3.38  0.21
H: 2.01 -2.60 -2.01  0.22
O: -0.98 1.99 -1.56  -0.62
O: -0.79 2.32 -0.09  -0.62
C: -3.58 1.27 -0.50  -0.77
Te: -1.60 0.59 -0.16  1.87
C: -2.18 0.77 1.93  -0.82
C: -3.63 1.16 1.99  0.06
C: -4.30 1.29 3.21  -0.22
C: -5.64 1.64 3.25  -0.22
C: -6.32 1.88 2.06  -0.22
C: -5.66 1.76 0.85  -0.19
C: -4.31 1.40 0.80  -0.07
H: -4.08 0.59 -1.20  0.23
H: -3.43 2.22 -1.01  0.27
H: -1.52 1.53 2.35  0.24
H: -1.99 -0.18 2.45  0.22
H: -3.77 1.10 4.13  0.20
H: -6.15 1.73 4.20  0.21
H: -7.36 2.16 2.08  0.21
H: -6.19 1.94 -0.08  0.21
Se: 1.68 2.31 -2.97  -0.26
C: 3.27 2.10 -3.90  0.04
N: 4.25 2.05 -4.52  -0.44

## Properties
E_tot (eV): -115626.6730
Total charge: -1
F_max (eV/A): 0.36
ΔE to the lowest compared entry with this formula, charge and spin (kJ/mol): 71.2
Spin multiplicity: 2
E_HOMO (spin up / spin down) (eV): -2.84 / -5.20


This record from the OMol25 dataset describes a 10-piece molecular cluster, C22H60F3O11 overall at a distorted geometry. The level of theory is ωB97M-V/def2-TZVPD.

Each line ends with the Löwdin spin population.
Element x y z (Å)
C: 0.71 -2.02 -1.19  0.09
O: 0.92 -0.77 -0.43  0.00
O: 0.15 -2.91 -0.32  0.80
C: 0.03 -1.85 -2.56  0.02
F: 0.71 -1.01 -3.42  0.00
F: -0.12 -3.01 -3.21  0.00
F: -1.24 -1.51 -2.44  0.01
C: -0.12 0.17 -0.20  0.00
C: 0.33 1.28 0.70  0.00
H: 0.68 1.07 1.71  0.00
H: 1.10 1.87 0.20  0.00
H: -0.47 2.02 0.77  0.00
H: -0.99 -0.22 0.33  0.00
H: -0.41 0.53 -1.19  0.00
H: 1.73 -2.35 -1.38  0.05
C: -1.20 1.99 3.94  0.00
C: -2.42 2.18 4.72  0.00
O: -2.36 1.57 5.96  0.00
H: -1.19 2.52 2.99  0.00
H: -1.20 0.92 3.70  0.00
H: -0.37 2.17 4.62  0.00
H: -3.29 1.75 4.20  0.00
H: -2.77 3.21 4.74  0.00
H: -3.26 1.40 6.27  0.00
C: -0.25 1.00 -7.00  0.00
C: 0.31 1.93 -5.95  0.00
O: 1.12 2.87 -6.56  0.00
H: 0.45 0.67 -7.77  0.00
H: -1.03 1.57 -7.50  0.00
H: -0.61 0.06 -6.59  0.00
H: 0.92 1.35 -5.25  0.00
H: -0.48 2.52 -5.48  0.00
H: 0.58 3.63 -6.81  0.00
C: -1.45 -2.03 4.52  0.00
C: -0.58 -2.02 3.23  0.00
O: -1.32 -2.61 2.11  0.00
H: -2.06 -2.93 4.63  0.00
H: -2.18 -1.24 4.30  0.00
H: -0.75 -1.84 5.33  0.00
H: 0.42 -2.42 3.39  0.00
H: -0.47 -1.00 2.86  0.00
H: -0.67 -2.58 1.40  0.00
C: -3.93 -0.47 0.85  0.00
C: -4.12 0.38 2.03  0.00
O: -5.44 0.91 2.04  0.00
H: -2.89 -0.71 0.66  0.00
H: -4.39 0.04 0.01  0.00
H: -4.41 -1.45 0.96  0.00
H: -3.56 1.31 1.97  0.00
H: -3.83 -0.19 2.91  0.00
H: -5.42 1.87 2.03  0.00
C: -3.28 4.38 0.73  0.00
C: -4.70 4.72 1.08  0.00
O: -5.52 3.58 0.96  0.00
H: -2.89 3.62 1.41  0.00
H: -2.74 5.33 0.70  0.00
H: -3.09 3.95 -0.25  0.00
H: -5.11 5.41 0.34  0.00
H: -4.74 5.14 2.08  0.00
H: -6.38 3.88 1.28  0.00
C: 2.40 -6.35 2.69  0.00
C: 1.65 -5.04 2.40  0.00
O: 0.81 -5.20 1.24  0.01
H: 2.73 -6.39 3.72  0.00
H: 3.30 -6.44 2.09  0.00
H: 1.86 -7.27 2.47  0.00
H: 2.32 -4.19 2.37  0.00
H: 1.07 -4.85 3.31  0.00
H: 0.65 -4.40 0.73  0.00
C: 3.10 -3.49 -4.79  0.00
C: 1.77 -4.07 -5.35  0.00
O: 2.18 -4.77 -6.51  0.00
H: 3.82 -4.29 -4.62  0.00
H: 2.91 -2.90 -3.89  0.00
H: 3.60 -2.78 -5.46  0.00
H: 1.02 -3.35 -5.66  0.00
H: 1.21 -4.72 -4.67  0.00
H: 1.40 -4.93 -7.05  0.00
C: 2.97 4.21 -1.26  0.00
C: 3.27 4.95 0.09  0.00
O: 2.55 6.12 0.25  0.00
H: 3.00 4.97 -2.05  0.00
H: 2.02 3.68 -1.16  0.00
H: 3.78 3.49 -1.36  0.00
H: 4.31 5.27 0.09  0.00
H: 3.12 4.28 0.94  0.00
H: 2.69 6.34 1.18  0.00
C: 3.99 -0.11 0.11  0.00
C: 4.01 -1.03 1.33  0.00
O: 2.72 -1.11 1.87  0.00
H: 4.99 0.25 -0.15  0.00
H: 3.44 0.82 0.26  0.00
H: 3.75 -0.59 -0.84  0.00
H: 4.71 -0.64 2.06  0.00
H: 4.39 -2.05 1.29  0.00
H: 2.08 -1.06 1.17  0.00

## Properties
E_tot (eV): -54454.6803
Total charge: 0
F_max (eV/A): 3.50
ΔE to the lowest compared entry with this formula, charge and spin (kJ/mol): 0.0
Spin multiplicity: 2
E_HOMO (spin up / spin down) (eV): -9.80 / -9.79